1.
Formula: C44H43N8OS2SiTi
Source: the OMol25 dataset
Level of theory: ωB97M-V/def2-TZVPD

Calculated values
- charge = +1
- Kohn-Sham gap (spin up / spin down) (eV) = 5.89 / 6.93
- ⟨S²⟩ = 2.0365
- 2S+1 = 3
- ΔE to the lowest compared entry with this formula, charge and spin (kJ/mol) = 0.0
- HOMO energy (spin up / spin down) (eV) = -8.3 / -9.3
- E_LUMO (spin up / spin down) (eV) = -2.39 / -2.39

Atoms and positions in Å:
Ti1 0.34 -0.25 -0.03
C1 1.10 2.54 -1.47
N1 -0.01 1.60 -1.63
C2 -1.29 2.24 -1.29
C3 -2.35 1.18 -1.17
C4 -3.64 1.37 -1.64
C5 -4.57 0.36 -1.47
C6 -4.18 -0.80 -0.83
C7 -2.87 -0.91 -0.40
N2 -1.96 0.05 -0.58
C8 -0.04 1.10 -3.01
C9 1.15 0.22 -3.25
C10 1.70 0.07 -4.51
C11 2.81 -0.75 -4.65
C12 3.31 -1.39 -3.53
C13 2.68 -1.20 -2.32
N3 1.62 -0.40 -2.17
C14 1.35 2.85 -0.02
C15 2.02 4.01 0.36
C16 2.27 4.22 1.71
C17 1.83 3.28 2.62
C18 1.16 2.17 2.16
N4 0.93 1.95 0.86
H1 0.91 3.47 -2.03
H2 2.00 2.09 -1.89
H3 -1.57 2.99 -2.04
H4 -1.19 2.73 -0.32
H5 -3.90 2.30 -2.13
H6 -5.58 0.47 -1.84
H7 -4.86 -1.63 -0.67
H8 -2.54 -1.80 0.12
H9 -0.07 1.93 -3.72
H10 -0.96 0.52 -3.14
H11 1.28 0.59 -5.35
H12 3.27 -0.90 -5.62
H13 4.16 -2.05 -3.59
H14 3.03 -1.71 -1.43
H15 2.34 4.72 -0.39
H16 2.80 5.11 2.03
H17 1.99 3.41 3.68
H18 0.78 1.42 2.84
N5 1.04 -1.75 3.13
C19 -0.21 -1.25 3.11
N6 -0.66 -0.39 2.23
C20 -1.95 0.02 2.59
C21 -2.47 -0.60 3.67
S1 -1.33 -1.70 4.35
C22 -2.60 1.23 2.05
C23 -3.94 1.36 1.86
S2 -4.32 3.01 1.51
C24 -2.63 3.38 1.60
N7 -1.86 2.38 1.88
N8 -2.17 4.65 1.43
H19 1.21 -2.61 3.63
H20 1.57 -1.63 2.28
H21 -3.40 -0.37 4.17
H22 -4.70 0.61 1.92
H23 -2.75 5.37 1.05
H24 -1.18 4.81 1.52
C25 4.23 0.23 0.56
C26 3.32 -0.94 0.76
O1 2.02 -0.71 0.64
C27 3.78 -2.25 1.06
C28 2.90 -3.35 1.15
C29 3.36 -4.62 1.45
C30 4.72 -4.84 1.65
C31 5.61 -3.77 1.55
C32 5.16 -2.50 1.26
H25 3.63 1.12 0.36
H26 4.92 0.08 -0.27
H27 4.83 0.43 1.45
H28 1.84 -3.20 0.96
H29 2.66 -5.44 1.50
H30 5.08 -5.83 1.88
H31 6.67 -3.94 1.70
H32 5.87 -1.69 1.19
C33 -1.16 -6.15 2.23
C34 -0.42 -6.45 1.10
C35 -0.13 -5.46 0.17
C36 -0.55 -4.14 0.34
C37 -1.29 -3.86 1.50
C38 -1.60 -4.85 2.42
Si1 -0.22 -2.76 -0.93
C39 0.83 -3.56 -2.31
C40 2.02 -4.27 -2.12
C41 2.73 -4.80 -3.19
C42 2.28 -4.63 -4.49
C43 1.10 -3.93 -4.71
C44 0.39 -3.41 -3.63
H33 -1.40 -6.92 2.95
H34 -0.07 -7.46 0.93
H35 0.43 -5.73 -0.72
H36 -1.62 -2.85 1.70
H37 -2.19 -4.60 3.30
H38 -1.51 -2.68 -1.70
H39 2.41 -4.41 -1.12
H40 3.64 -5.36 -3.00
H41 2.83 -5.05 -5.32
H42 0.73 -3.80 -5.72
H43 -0.55 -2.89 -3.83

---

2.
Formula: C44H44AsBrO2PSr
Source: the OMol25 dataset
Level of theory: ωB97M-V/def2-TZVPD

Calculated values
- charge = -1
- Kohn-Sham gap (eV) = 4.71
- 2S+1 = 1
- ΔE to the lowest compared entry with this formula, charge and spin (kJ/mol) = 372.2
- HOMO energy (eV) = -3.1
- E_LUMO (eV) = 1.65

Atoms and positions in Å:
Sr1 -0.15 0.06 0.07
C1 -3.61 0.13 2.41
C2 -4.48 1.03 1.57
C3 -5.40 1.86 2.20
C4 -6.26 2.67 1.48
C5 -6.23 2.63 0.09
C6 -5.32 1.80 -0.55
C7 -4.42 1.02 0.17
P1 -3.23 -0.13 -0.62
C8 -3.14 0.43 -2.37
C9 -3.00 1.80 -2.59
C10 -2.78 2.33 -3.85
C11 -2.67 1.47 -4.93
C12 -2.77 0.10 -4.73
C13 -2.98 -0.45 -3.46
C14 -3.01 -1.95 -3.33
C15 -4.12 -1.68 -0.53
C16 -5.46 -1.74 -0.90
C17 -6.19 -2.91 -0.86
C18 -5.54 -4.07 -0.39
C19 -4.23 -4.05 0.00
C20 -3.42 -2.86 -0.08
C21 -2.07 -2.90 0.25
H1 -3.51 0.52 3.42
H2 -2.60 0.03 2.00
H3 -4.03 -0.87 2.46
H4 -5.43 1.88 3.29
H5 -6.96 3.32 1.99
H6 -6.91 3.24 -0.49
H7 -5.32 1.77 -1.63
H8 -3.05 2.48 -1.74
H9 -2.68 3.40 -3.97
H10 -2.50 1.86 -5.93
H11 -2.66 -0.57 -5.57
H12 -2.61 -2.40 -4.24
H13 -4.03 -2.32 -3.18
H14 -2.43 -2.31 -2.48
H15 -5.95 -0.83 -1.24
H16 -7.23 -2.93 -1.16
H17 -6.09 -5.00 -0.32
H18 -3.76 -4.96 0.35
H19 -1.60 -3.79 0.64
H20 -1.51 -1.99 0.19
C22 -1.05 0.94 6.79
C23 -0.75 0.71 5.31
O1 -0.67 1.72 4.64
C24 -0.63 -0.68 4.83
C25 -0.76 -1.67 5.84
C26 -0.67 -3.01 5.63
C27 -0.44 -3.46 4.32
C28 -0.31 -2.58 3.30
C29 -0.39 -1.16 3.47
O2 -0.27 -0.46 2.38
H21 -1.03 2.02 6.96
H22 -0.31 0.46 7.44
H23 -2.03 0.56 7.06
H24 -0.95 -1.34 6.85
H25 -0.78 -3.71 6.45
H26 -0.38 -4.53 4.12
H27 -0.17 -2.92 2.28
Br1 -2.52 6.10 -1.63
C30 -1.81 4.62 -0.65
C31 -0.75 3.91 -1.15
C32 -0.33 2.79 -0.43
C33 -0.88 2.35 0.78
C34 -1.92 3.16 1.25
C35 -2.41 4.26 0.56
H28 -0.29 4.19 -2.09
H29 0.59 2.30 -0.82
H30 -2.39 2.92 2.20
H31 -3.26 4.82 0.93
C36 2.35 0.82 0.77
As1 1.13 1.73 2.35
C37 2.56 1.02 3.61
C38 1.92 3.62 2.32
C39 3.23 3.75 1.65
C40 3.31 4.04 0.28
C41 4.53 4.12 -0.37
C42 5.71 3.91 0.32
C43 5.66 3.64 1.68
C44 4.44 3.56 2.33
H32 3.36 1.14 1.00
H33 2.25 0.94 -0.33
H34 2.27 -0.25 1.03
H35 3.55 1.06 3.14
H36 2.33 -0.01 3.87
H37 2.57 1.63 4.51
H38 1.97 3.89 3.37
H39 1.16 4.23 1.83
H40 2.39 4.19 -0.27
H41 4.55 4.34 -1.43
H42 6.67 3.97 -0.19
H43 6.57 3.48 2.24
H44 4.41 3.35 3.40